[1]
Formula: H16O8
Source: OMol25
Level of theory: ωB97M-V/def2-TZVPD

Structure (ORCA input):
```
! wB97M-V def2-TZVPD RIJCOSX def2/J DEFGRID3
* xyz 0 1
O -1.155 10.986 -2.836
H -0.508 11.610 -2.508
H -1.520 10.582 -2.049
O -3.869 15.141 -3.882
H -3.572 14.977 -2.987
H -3.362 15.901 -4.168
O -3.776 12.905 0.916
H -4.463 13.572 0.888
H -2.975 13.393 1.105
O -3.622 10.204 -6.487
H -4.534 10.455 -6.634
H -3.436 10.489 -5.593
O -1.873 5.547 -0.837
H -1.082 5.893 -1.249
H -2.586 5.836 -1.406
O -0.098 14.807 2.262
H 0.104 15.734 2.390
H 0.569 14.499 1.648
O 2.272 7.752 -1.425
H 1.959 8.608 -1.132
H 2.897 7.482 -0.752
O 2.280 14.127 -2.262
H 2.917 14.600 -1.727
H 2.717 14.006 -3.105
*
```

The HOMO energy comes out at -0.41107 Eh. The value obtained for the molar mass is 144.12 g/mol. As for the strongest force on any atom: 0.00653 hartree/bohr. For the relative energy (zero: lowest compared OMol25 entry of this formula, charge and spin), the calculation gives 67.0 kcal/mol. The SMILES is O.O.O.O.O.O.O.O. The HOMO-LUMO gap comes out at 11.18 eV. For the LUMO energy, the calculation gives -0.0058 eV.

Löwdin population analysis, charges in e, atoms 1 to 4: -0.05 0.02 0.03 -0.05

***

[2]
Formula: H16O8
Source: OMol25
Level of theory: ωB97M-V/def2-TZVPD

Structure (ORCA input):
```
! wB97M-V def2-TZVPD RIJCOSX def2/J DEFGRID3
* xyz 0 1
O -1.106 0.300 0.353
H -0.402 -0.399 0.595
H -1.537 -0.076 -0.459
O 3.776 -1.350 2.758
H 4.158 -1.429 1.916
H 2.987 -0.824 2.726
O -0.809 2.214 -0.596
H -0.089 1.632 -0.913
H -0.913 2.028 0.344
O 1.471 2.952 -1.130
H 1.919 2.975 -2.038
H 1.307 3.850 -0.813
O -3.786 0.820 1.953
H -4.519 1.183 2.518
H -3.419 1.668 1.644
O -2.869 -3.019 -0.761
H -2.964 -3.115 -1.736
H -2.169 -2.289 -0.618
O 1.683 0.049 -0.735
H 2.409 -0.370 -0.252
H 1.192 0.678 -0.278
O 1.106 -2.184 -1.765
H 1.973 -2.325 -1.389
H 0.602 -2.969 -1.323
*
```

The HOMO energy comes out at -0.35156 Eh. The value obtained for the molar mass is 144.12 g/mol. As for the strongest force on any atom: 0.10597 hartree/bohr. For the relative energy (zero: lowest compared OMol25 entry of this formula, charge and spin), the calculation gives 116.6 kcal/mol. The SMILES is O.O.O.O.O.O.O.O. The HOMO-LUMO gap comes out at 9.46 eV. For the LUMO energy, the calculation gives -0.1044 eV.

Löwdin population analysis, charges in e, atoms 1 to 4: -0.12 0.10 0.09 -0.02

***

What is the formula in the first record?
H16O8